# 1
Computed, not measured: one molecule with the formula C21H24Cl2N2O3, with ωB97M-V with the def2-TZVPD basis set.

Geometry as XYZ:
```
52
Properties=species:S:1:pos:R:3:mulliken_charge:R:1
Cl -4.35728 -5.44467 0.52620 -0.22
Cl 0.29981 -6.13094 -1.50248 -0.22
O 2.29878 0.16032 0.14573 -0.63
O 1.51135 1.37466 1.85503 -0.21
O 1.31722 5.28537 1.77432 -0.66
N 1.16460 3.35367 0.02450 -0.43
N -1.70515 -3.83690 -0.36555 0.43
C -0.56489 -4.81181 -2.33970 -0.35
C 2.81545 8.10482 0.07943 -0.39
C -1.47289 -2.48029 -0.28012 2.12
C -0.99780 0.30925 -0.10486 0.41
C 2.22086 0.54616 2.76507 -0.74
C 0.81569 2.01111 -0.31153 0.27
C 2.66628 6.29439 -1.47493 -0.64
C -1.36367 -1.82914 0.95599 -0.69
C 1.86751 6.00629 0.79387 0.18
C -3.10737 -4.63818 1.51425 -0.35
C -1.34143 -1.68315 -1.42567 -0.63
C 1.63148 1.06608 0.56775 0.09
C -1.88665 -4.49011 -1.63683 -1.30
C 1.71464 4.12353 -0.82385 0.10
C 2.08237 5.48099 -0.49887 0.76
C -0.68113 1.77332 -0.01633 -1.60
C -1.74830 -4.66880 0.80992 -1.29
C 2.24338 7.32438 1.06067 -0.54
C 3.03023 7.59223 -1.19517 -0.67
C -1.12429 -0.47196 1.03420 -1.03
C -1.11400 -0.32593 -1.33321 -1.01
H 2.07215 7.70959 2.05361 0.42
H -2.44367 -5.41529 -1.47788 0.44
H 1.93627 3.79080 -1.84734 0.27
H 3.29260 0.58978 2.56200 0.30
H -0.88923 2.15261 0.98480 0.41
H -1.02164 0.25092 -2.24260 0.41
H 2.82900 5.88485 -2.46199 0.34
H 3.47974 8.20791 -1.95893 0.40
H 2.00450 0.93144 3.75804 0.24
H -1.04363 -0.00996 2.00834 0.39
H -0.73987 -5.15040 -3.36047 0.41
H -2.48794 -3.85980 -2.29918 0.53
H -1.46354 -2.37540 1.87993 0.28
H -3.44992 -3.61590 1.66807 0.26
H 3.09917 9.12215 0.30415 0.37
H 1.88724 -0.48929 2.66908 0.29
H -3.06468 -5.17139 2.46348 0.42
H -1.40899 -2.11464 -2.41080 0.27
H 1.12149 4.38344 1.41580 0.54
H 0.10391 -3.95216 -2.33369 0.30
H -1.51792 -5.69558 0.52027 0.43
H -1.26823 2.34509 -0.73853 0.40
H 1.04380 1.75692 -1.36074 0.57
H -0.98090 -4.35321 1.52373 0.53
```

Its HOMO energy is -7.794 eV. The SMILES is COC(=O)[C@@H](Cc1ccc(N(CCCl)CCCl)cc1)/N=C/c1ccccc1O. Its molar mass is 423.34 g/mol.

# 2
Computed, not measured: one molecule with the formula C4H10N2O in a non-equilibrium geometry, with ωB97M-V with the def2-TZVPD basis set.

Geometry as XYZ:
```
17
Properties=species:S:1:pos:R:3:mulliken_charge:R:1
O 0.62904 0.30974 -1.94120 -0.54
N -1.03125 -0.94469 -0.97124 -0.25
N 0.66443 0.24874 0.32445 0.12
C 1.51119 1.44580 0.27718 -0.94
C -2.35688 -0.24450 -0.79609 -0.82
C 1.03786 -0.74866 1.33166 -0.91
C 0.17445 -0.14775 -0.91568 0.30
H -2.61131 0.39308 0.10282 0.25
H -0.99334 -1.84982 -0.51747 0.30
H 2.56572 1.19081 0.09248 0.32
H -3.07778 -1.07037 -0.80658 0.35
H 1.17156 2.12599 -0.51447 0.31
H 0.69326 -1.77311 1.12941 0.33
H -2.53649 0.38195 -1.68399 0.27
H 0.62232 -0.45505 2.29745 0.29
H 2.13351 -0.85081 1.37040 0.30
H 1.40372 1.98864 1.22087 0.31
```

Its HOMO energy is -8.953 eV. The SMILES is CNC(=O)N(C)C. Its molar mass is 102.14 g/mol.

# 3
Computed, not measured: C37H90F2N6O11S2 as an isolated structure in a non-equilibrium geometry, with ωB97M-V with the def2-TZVPD basis set.

Geometry as XYZ:
```
148
Properties=species:S:1:pos:R:3:mulliken_charge:R:1
S -3.29548 -0.40800 0.48602 0.95
S -0.76594 0.08476 -0.65381 0.96
F -3.46582 0.95149 1.29631 -0.37
F -0.45397 0.46876 -2.19577 -0.25
O -0.17602 1.22172 0.04353 -0.52
O -5.35230 3.81475 -3.05117 -0.29
O -0.10211 1.35605 5.66196 -0.25
O -5.84923 -2.89115 -1.76373 -0.27
O -4.61239 -0.70436 0.01355 -0.48
O 8.74591 -4.28105 3.60975 -0.28
O -0.23580 -1.23722 -0.34557 -0.54
O 1.07657 7.39366 0.05092 -0.32
O -3.02222 -2.69678 6.40138 -0.28
O -3.20618 0.96158 -5.15571 -0.38
O -2.58259 -1.19099 1.49939 -0.58
N 1.84914 5.59783 -2.01229 0.24
N -5.70369 -3.95610 -1.54159 0.92
N -4.30060 1.29427 -2.77941 0.56
N -2.49633 0.09323 -0.74561 -0.47
N 9.81858 -1.78145 1.34983 0.35
N -1.49269 -0.89623 4.67823 -0.01
C -6.53572 -6.29359 -2.20481 -0.98
C -3.99643 -5.79842 -2.25961 -1.01
C 3.95765 4.69526 -0.88924 -1.17
C -6.89931 -4.94632 -1.52054 1.13
C 1.01051 4.61644 -1.19014 -1.25
C 1.09146 1.69273 6.28508 -0.84
C 7.07616 -1.95317 0.41277 -1.06
C 0.14279 0.96470 4.27488 -0.74
C 9.67895 -1.72265 2.80643 -0.34
C -2.36903 -0.49545 5.80169 -0.65
C -3.46970 1.05477 -6.58895 -0.78
C -8.06704 -4.29286 -2.22788 -1.67
C -1.08283 0.28464 3.72496 -0.37
C -3.57925 -0.26499 -4.48127 -0.71
C 11.09181 -2.35461 0.84137 -0.59
C 2.50444 5.91733 -4.57316 -1.19
C 0.46987 8.13034 1.16222 -0.79
C 3.18305 5.96158 -1.36557 -0.25
C -5.13275 -6.81674 -2.03362 -0.85
C 0.31277 7.45871 -1.06233 -0.90
C -2.38741 -1.48732 6.85908 -0.67
C -7.22127 -5.29839 -0.10147 -1.64
C 8.03118 -4.38429 4.53666 -0.11
C 8.48008 -2.64306 0.67366 -0.39
C 9.64763 -0.34925 0.86568 -1.30
C -6.19059 2.87757 -2.51484 -0.73
C 11.42865 -1.80409 -0.51306 -1.67
C -5.33640 1.85879 -1.79518 -0.48
C -3.14219 -3.69958 7.38712 -0.77
C -6.13591 5.00589 -3.30764 -0.76
C 10.22126 -2.87298 3.54458 -0.91
C -4.16023 -4.50006 -1.48406 0.99
C -3.91722 -4.65134 0.09187 -1.59
C -4.70026 0.13957 -3.55052 -0.37
C 1.01947 6.87965 -2.28824 -0.57
C 2.15615 4.97549 -3.37337 -0.39
C -3.34401 -3.34071 -2.01367 -1.40
H -2.62379 0.54494 -7.07476 0.31
H -8.63611 -3.65559 -1.45524 0.34
H 7.11732 -1.07926 -0.27356 0.31
H 8.91352 -2.97039 -0.32279 0.33
H 8.75685 -1.30071 3.22672 0.46
H 7.69487 -3.56002 5.28715 0.26
H 1.61416 6.36482 -4.95759 0.38
H 3.52333 4.38017 0.04614 0.36
H -4.48939 0.71546 -6.80353 0.33
H 7.14572 -5.43273 4.37046 0.26
H 10.00667 -2.47528 4.56591 0.39
H 6.62868 -1.56685 1.39704 0.29
H 10.42516 -0.96071 3.31964 0.40
H 0.32920 1.87374 3.69529 0.50
H 3.02348 4.29065 -3.19518 0.31
H 5.03726 4.81649 -0.87875 0.35
H 0.23015 6.60289 -2.99145 0.44
H 1.63736 2.47997 5.77353 0.33
H -3.16112 -6.19363 -1.71719 0.44
H 3.29668 6.64957 -4.35369 0.31
H 3.77343 6.52490 -2.08302 0.48
H -4.84163 2.41141 -1.01340 0.29
H -3.41173 -2.40660 -1.35772 0.06
H -4.90951 -7.67659 -2.63391 0.44
H 1.03301 7.81488 2.04072 0.26
H -6.82111 -6.15866 -3.25815 0.49
H -5.01145 -0.66317 -2.87153 0.09
H 1.34893 4.33482 -3.71004 0.40
H -0.60887 -1.28302 5.07213 0.39
H -7.81042 -3.79098 -3.19066 0.44
H -4.37890 -3.78333 0.62353 0.33
H -5.78475 0.95086 -1.38048 0.40
H -6.93019 4.73768 -3.99534 0.34
H -5.45155 5.74550 -3.75128 0.22
H -2.87777 -1.08771 7.70786 0.46
H 1.74839 0.84175 6.66954 0.31
H -6.52422 -5.91158 0.46369 0.37
H 1.46184 3.63041 -1.29753 0.64
H 0.46461 9.19328 1.11399 0.33
H -4.89612 -7.18247 -1.01719 0.40
H 1.73223 7.61318 -2.67348 0.41
H -2.23119 -3.80817 7.96935 0.33
H -3.97955 2.02999 -3.45150 0.61
H -0.57013 7.74869 1.17685 0.32
H -2.40449 -3.88815 -1.96838 0.57
H 12.25501 -2.37070 -0.85826 0.44
H -6.93539 3.37686 -1.80724 0.48
H -6.54702 5.36253 -2.34838 0.33
H -7.18996 -7.12393 -1.76326 0.35
H 1.02035 0.30092 4.15857 0.39
H 0.80585 2.25741 7.21865 0.27
H -1.99145 0.89832 3.62071 0.28
H -3.65081 -3.07927 -3.04783 0.39
H 3.76852 3.82298 -1.52804 0.29
H 6.52072 -2.91679 0.18288 0.37
H -8.14270 -5.84125 -0.17516 0.50
H -2.84169 -4.77907 0.31506 0.41
H 0.06371 4.61976 -1.73725 0.41
H -8.71004 -5.09233 -2.54103 0.48
H -1.95946 -1.55781 4.13790 0.40
H 3.18285 -4.77951 -5.58124 -0.30
H -3.29858 -0.27815 5.27116 0.46
H 1.00499 4.90883 -0.11110 0.18
H -3.98172 -3.58684 8.07133 0.31
H -7.43736 -4.30128 0.42890 0.40
H -2.68203 -0.55757 -3.95417 0.26
H 8.70781 -0.11641 1.36917 0.59
H 10.68824 -2.02447 -1.25345 0.44
H -0.57828 6.86421 -0.86045 0.42
H -1.35923 -1.66378 7.18208 0.38
H -3.54462 0.99249 -2.16502 0.01
H 8.32974 -3.44463 1.34924 0.52
H 0.01348 8.48445 -1.21496 0.56
H 10.38490 0.19170 1.47779 0.46
H -5.54709 0.42194 -4.16318 0.52
H 11.75484 -0.83679 -0.61050 0.50
H -1.99909 0.48243 6.19092 0.36
H -3.35837 -4.64655 6.84229 0.22
H 2.85350 6.59668 -0.52280 0.34
H 11.10036 -3.51901 3.28699 0.29
H -3.35460 2.08418 -6.92470 0.25
H 9.63312 -0.09700 -0.20125 0.31
H -4.49922 -5.50580 0.37194 0.51
H -3.90956 -1.10280 -5.11533 0.48
H -3.71582 -5.73754 -3.30623 0.46
H -0.88986 -0.07887 2.75041 0.20
H 11.12115 -3.37487 1.03064 0.55
H 11.87565 -1.98464 1.46958 0.45
H -6.77120 2.37683 -3.31919 0.33
H 3.00828 5.15630 -5.23343 0.39
```

Its HOMO energy is -10.300 eV. As for the net charge: +4. Its molar mass is 897.29 g/mol.